Entry 1:
Computed, not measured: a structure of composition C3H5F2N, with wB97M-V/def2-TZVPD.

Output
* gap between HOMO and LUMO: 8.500 eV
* HOMO energy: -0.277 Ha

Last column: Löwdin charge in e.
Atoms and positions in Å:
C -0.1646 -0.4796 0.9920  -0.087
C -1.0275 -0.7015 -0.2972  -0.207
C 0.2829 0.6285 0.1131  -0.431
N 1.4418 0.7241 -0.6494  0.091
F -2.2020 -0.1221 -0.2901  0.021
F -0.2728 1.8677 0.2711  0.050
H -0.7718 -0.3097 1.9213  0.121
H 0.5856 -1.2976 1.3587  0.137
H -0.7926 -1.4874 -0.9765  0.101
H 1.4070 1.4098 -1.4102  0.103
H 1.5138 -0.2322 -1.0329  0.101


Entry 2:
Computed, not measured: a cluster of 2 separate species, C3H5F2NO3 in total, with wB97M-V/def2-TZVPD.

Output
* gap between HOMO and LUMO: 9.557 eV
* HOMO energy: -0.328 Ha
* SMILES: [O-][N+](O)=C(F)F.CC=O

Last column: Löwdin charge in e.
Atoms and positions in Å:
C 0.9530 -0.3613 -0.0354  -0.039
C -0.1755 -0.8817 -0.9035  -0.311
C -3.1232 -0.4134 0.1033  -0.365
N -3.1176 0.9042 0.1032  -0.232
O -1.9768 1.4704 0.7894  0.068
O -3.9898 1.5883 -0.4901  -0.017
O -1.0798 -0.2482 -1.3729  0.044
F -2.3294 -1.0941 0.9450  0.140
F -4.0646 -1.1816 -0.3135  0.229
H 0.4562 -0.0560 0.9817  0.131
H 1.3705 0.4417 -0.5461  0.057
H 1.6653 -1.0751 0.1352  0.033
H -0.0152 -2.0123 -0.8375  0.131
H -2.2752 2.4023 0.6892  0.131


Entry 3:
Computed, not measured: an isolated molecule of C3H5F2NS, with wB97M-V/def2-TZVPD.

Output
* gap between HOMO and LUMO: 8.507 eV
* HOMO energy: -0.338 Ha

Last column: Löwdin charge in e.
Atoms and positions in Å:
C -0.4333 -1.4411 0.4945  -0.199
C -0.4954 1.1470 0.5776  -0.026
C -1.1208 -0.1902 0.9731  -0.678
N 1.8135 -0.8779 -1.7873  -0.380
F -0.9697 -0.4608 2.2837  0.052
F -2.5376 -0.1086 0.7706  0.007
S 0.6866 -1.4981 -0.8119  0.826
H 0.1209 1.4758 1.4892  0.117
H -0.1184 1.2542 -0.4455  0.066
H -1.3023 1.9534 0.7380  0.104
H 1.5931 -0.0060 -2.2576  0.031
H 2.7635 -1.2476 -2.0244  0.080